DFT (the ωB97M-V functional and the def2-TZVPD basis) results for C2H5N5 in the gas phase in a non-equilibrium geometry.

Properties
**Net charge**: 0
**E_HOMO**: -8.03 eV
**HOMO-LUMO gap**: 0.3264 Ha
**E**: -352.9569 hartree
**ΔE to the lowest compared entry with this formula, charge and spin**: 36.3 kcal per mole
**SMILES string**: [H]/N=c1\[nH]nc(N)[nH]1
**Multiplicity**: 1

Cartesian coordinates (Å):
H (-0.99, 1.06, 2.80)
N (-1.34, 1.01, 1.84)
C (-0.66, 0.26, 0.99)
N (0.35, -0.56, 1.21)
N (1.07, -0.91, 0.02)
C (0.41, -0.22, -0.79)
N (0.72, -0.17, -2.11)
N (-0.81, 0.28, -0.35)
H (0.50, -0.94, 2.19)
H (1.69, -0.51, -2.21)
H (0.18, -0.45, -2.90)
H (-1.11, 1.16, -0.68)

Charges obtained by Mulliken population analysis, quoted in units of e: 0.189, -0.746, 0.387, 0.060, -0.612, 0.366, -0.439, -0.260, 0.253, 0.271, 0.213, 0.318


DFT (the ωB97M-V functional and the def2-TZVPD basis) results for a molecular structure, C23H17BrMnN7O2S.

Properties
**Net charge**: +1
**E_HOMO (spin up / spin down)**: -11.66 / -11.64 eV
**HOMO-LUMO gap (spin up / spin down)**: 0.2837 / 0.2787 Ha
**E**: -5543.5045 hartree
**ΔE to the lowest compared entry with this formula, charge and spin**: 0.0 kcal per mole
**Multiplicity**: 2

Cartesian coordinates (Å):
Mn (-0.43, 0.14, -1.00)
S (4.62, -0.87, 4.30)
N (4.82, -0.77, 2.70)
C (3.60, -0.66, 2.18)
C (3.30, -0.57, 0.76)
C (4.25, -0.63, -0.27)
C (3.83, -0.59, -1.58)
C (2.47, -0.46, -1.85)
N (1.57, -0.39, -0.88)
C (1.97, -0.45, 0.40)
C (0.90, -0.41, 1.41)
N (-0.35, -0.27, 0.93)
C (-1.37, -0.28, 1.77)
C (-1.19, -0.43, 3.15)
C (0.09, -0.55, 3.64)
C (1.17, -0.54, 2.75)
C (2.57, -0.66, 3.15)
N (3.01, -0.78, 4.39)
H (5.30, -0.72, -0.01)
H (4.54, -0.64, -2.40)
H (2.10, -0.44, -2.86)
H (-2.36, -0.18, 1.33)
H (-2.05, -0.45, 3.80)
H (0.28, -0.66, 4.70)
Br (0.49, -5.13, -1.40)
C (-1.26, -4.45, -1.21)
C (-2.33, -5.31, -1.04)
N (-3.58, -4.88, -0.89)
C (-3.78, -3.56, -0.91)
C (-2.77, -2.62, -1.07)
C (-1.48, -3.09, -1.24)
C (-3.11, -1.17, -1.01)
O (-4.21, -0.79, -0.66)
O (-2.16, -0.33, -1.40)
H (-2.17, -6.38, -1.02)
H (-4.80, -3.21, -0.77)
H (-0.64, -2.42, -1.39)
C (-2.93, 4.83, -0.76)
C (-1.70, 4.01, -0.95)
C (-0.38, 4.37, -1.08)
C (0.33, 3.17, -1.26)
N (-0.51, 2.14, -1.23)
N (-1.74, 2.67, -1.02)
C (1.80, 2.99, -1.45)
H (-2.69, 5.89, -0.87)
H (-3.36, 4.68, 0.23)
H (-3.69, 4.58, -1.50)
H (0.02, 5.37, -1.07)
H (-2.54, 2.06, -1.07)
H (2.25, 3.92, -1.78)
H (2.01, 2.23, -2.20)
H (2.30, 2.70, -0.52)

Charges obtained by Mulliken population analysis, quoted in units of e: 0.422, 0.199, -0.647, 0.833, 0.234, -0.609, -0.789, -0.683, 0.181, 0.351, -0.065, 0.412, -0.232, -0.984, -0.624, 0.263, 0.750, -0.650, 0.569, 0.465, 0.624, 0.514, 0.459, 0.559, -0.173, -0.289, -0.113, -0.574, -0.428, 0.386, 0.167, 0.154, -0.639, -0.580, 0.378, 0.464, 0.489, -1.263, 0.803, -1.206, 0.694, -0.243, 0.094, -1.150, 0.347, 0.306, 0.356, 0.416, 0.195, 0.411, 0.236, 0.211


DFT (the ωB97M-V functional and the def2-TZVPD basis) results for 5 unconnected molecules or ions with the total composition CH11NO4.

Properties
**Net charge**: -1
**E_HOMO (spin up / spin down)**: 0.92 / -4.79 eV
**HOMO-LUMO gap (spin up / spin down)**: 0.0995 / 0.3022 Ha
**E**: -400.3530 hartree
**ΔE to the lowest compared entry with this formula, charge and spin**: 22.4 kcal per mole
**Multiplicity**: 2

Cartesian coordinates (Å):
C (-1.84, 1.91, -0.58)
N (-0.87, 2.80, -0.75)
H (-2.83, 2.19, -0.24)
H (-1.82, 0.93, -1.05)
H (-0.09, 2.26, -1.15)
H (-1.81, -2.02, -1.02)
H (-0.54, -1.74, -0.32)
O (-1.47, -1.49, -0.29)
H (1.79, -2.53, -1.46)
H (1.83, -1.79, -0.16)
O (1.29, -2.44, -0.64)
H (-0.32, 1.46, 1.47)
H (-0.63, -0.04, 1.44)
O (0.06, 0.60, 1.68)
H (1.63, 0.00, 1.05)
H (3.12, 0.12, 1.34)
O (2.51, -0.23, 0.68)

Charges obtained by Mulliken population analysis, quoted in units of e: -0.790, -0.867, 0.517, 0.191, 0.368, 0.290, 0.322, -0.550, 0.397, 0.424, -0.926, 0.235, 0.341, -0.808, 0.397, 0.391, -0.931


DFT (the ωB97M-V functional and the def2-TZVPD basis) results for a molecular structure, C47H64BrI2LuN4OPSi.

Properties
**Net charge**: +1
**E_HOMO**: -8.90 eV
**HOMO-LUMO gap**: 0.2419 Ha
**E**: -7159.3585 hartree
**ΔE to the lowest compared entry with this formula, charge and spin**: 14.1 kcal per mole
**Multiplicity**: 1

Cartesian coordinates (Å):
Lu (-0.05, 0.26, 0.98)
I (-2.44, 1.70, 1.87)
C (-1.59, 3.55, 3.18)
C (-2.76, 4.22, 3.44)
C (-2.86, 5.36, 4.27)
C (-1.74, 5.83, 4.86)
C (-0.49, 5.22, 4.63)
C (0.65, 5.79, 5.25)
C (1.89, 5.29, 5.02)
C (2.02, 4.17, 4.19)
C (0.95, 3.55, 3.59)
P (1.48, 2.10, 2.55)
C (2.75, 1.24, 3.59)
C (2.38, 0.09, 4.29)
C (3.28, -0.57, 5.13)
C (4.58, -0.10, 5.26)
C (4.98, 1.01, 4.54)
C (4.08, 1.67, 3.71)
C (2.54, 3.00, 1.32)
C (2.17, 4.27, 0.90)
C (2.89, 4.93, -0.09)
C (3.98, 4.32, -0.68)
C (4.36, 3.05, -0.28)
C (3.64, 2.39, 0.71)
C (-0.38, 4.06, 3.77)
H (-3.68, 3.85, 3.00)
H (-3.82, 5.83, 4.42)
H (-1.77, 6.69, 5.52)
H (0.51, 6.65, 5.89)
H (2.77, 5.73, 5.47)
H (3.02, 3.79, 4.02)
H (1.38, -0.30, 4.20)
H (2.95, -1.44, 5.69)
H (5.27, -0.60, 5.93)
H (5.99, 1.38, 4.62)
H (4.43, 2.53, 3.16)
H (1.32, 4.77, 1.36)
H (2.59, 5.93, -0.40)
H (4.55, 4.84, -1.45)
H (5.22, 2.56, -0.73)
H (3.95, 1.39, 1.02)
N (1.76, 0.62, -0.96)
C (1.62, 1.00, -2.38)
C (1.06, 2.39, -2.53)
C (-0.41, 2.46, -2.20)
N (-0.67, 2.29, -0.75)
H (2.39, 1.29, -0.53)
H (2.25, -0.26, -0.92)
H (0.96, 0.28, -2.86)
H (2.59, 0.94, -2.88)
H (1.19, 2.71, -3.57)
H (1.62, 3.09, -1.90)
H (-0.94, 1.67, -2.72)
H (-0.83, 3.41, -2.54)
H (-1.67, 2.37, -0.61)
H (-0.28, 3.10, -0.26)
O (-0.47, 1.00, 4.35)
H (-1.00, 1.78, 4.57)
H (-0.82, 0.27, 4.88)
C (3.05, -3.01, 2.68)
C (2.54, -1.92, 1.87)
N (2.09, -1.07, 1.25)
H (3.47, -3.79, 2.05)
H (2.22, -3.41, 3.26)
H (3.82, -2.63, 3.36)
I (-0.91, -1.93, 2.70)
C (-3.57, 0.05, 0.61)
C (-4.23, 0.73, -0.51)
C (-5.49, 1.33, -0.35)
C (-6.10, 2.01, -1.39)
C (-5.46, 2.13, -2.62)
C (-4.21, 1.55, -2.80)
C (-3.61, 0.87, -1.75)
C (-6.09, 2.84, -3.71)
N (-6.57, 3.41, -4.59)
H (-2.86, -0.71, 0.30)
H (-4.25, -0.37, 1.34)
H (-6.00, 1.24, 0.61)
H (-7.08, 2.45, -1.25)
H (-3.71, 1.64, -3.76)
H (-2.64, 0.42, -1.90)
C (2.22, -2.98, -2.32)
C (1.21, -4.14, -2.19)
C (1.43, -4.75, -0.80)
C (1.53, -5.20, -3.26)
Si (-0.60, -3.57, -2.42)
Br (-0.62, -1.54, -1.15)
C (-1.91, -4.64, -1.56)
C (-1.75, -6.10, -2.06)
C (-3.33, -4.15, -1.90)
C (-1.79, -4.62, -0.03)
C (-1.04, -2.94, -4.16)
C (-2.20, -1.94, -4.14)
C (-1.44, -4.17, -5.01)
C (0.14, -2.24, -4.83)
H (3.23, -3.41, -2.34)
H (2.16, -2.33, -1.45)
H (2.09, -2.39, -3.22)
H (2.50, -4.98, -0.68)
H (0.88, -5.69, -0.66)
H (1.14, -4.06, 0.00)
H (2.53, -5.61, -3.07)
H (1.52, -4.79, -4.27)
H (0.82, -6.04, -3.23)
H (-1.86, -6.19, -3.14)
H (-2.53, -6.71, -1.59)
H (-0.79, -6.53, -1.77)
H (-3.57, -4.25, -2.96)
H (-3.48, -3.11, -1.60)
H (-4.05, -4.76, -1.34)
H (-0.83, -4.98, 0.34)
H (-2.57, -5.26, 0.38)
H (-1.95, -3.62, 0.37)
H (-3.11, -2.32, -3.67)
H (-2.46, -1.69, -5.18)
H (-1.93, -1.01, -3.64)
H (-2.36, -4.64, -4.65)
H (-0.65, -4.93, -5.04)
H (-1.61, -3.84, -6.04)
H (0.47, -1.37, -4.26)
H (-0.18, -1.88, -5.82)
H (1.00, -2.90, -5.00)

These are the Mulliken partial charges, in e, on atoms 1 to 99: 0.613, 0.116, -0.723, -0.220, -1.192, -0.872, 0.566, -0.784, -1.272, -0.615, 0.827, 1.938, 1.303, -0.589, -0.887, -0.565, -0.962, -0.247, 1.331, -1.203, -0.686, -0.926, -0.147, -1.533, 1.171, 0.298, 0.424, 0.368, 0.398, 0.454, 0.298, -0.041, 0.544, 0.423, 0.444, 0.315, 0.458, 0.484, 0.408, 0.486, 0.281, 0.437, 0.032, -0.796, -0.421, 0.024, -0.405, 0.137, -0.556, 0.639, 0.576, -0.152, -0.046, 0.582, 0.234, -0.046, -0.485, 0.200, 0.228, -1.440, 0.176, 0.405, 0.379, 0.277, 0.407, -0.467, -0.775, 0.455, -0.883, -0.632, 0.261, -0.694, 0.370, -0.141, -0.514, -0.383, 0.653, 0.469, 0.493, 0.492, 0.722, -1.333, 2.904, -2.063, -1.743, -3.593, 1.355, 2.861, -1.664, -1.924, -1.525, 3.082, -1.853, -1.746, -1.566, 0.603, -0.102, 0.291, 0.622


DFT (the ωB97M-V functional and the def2-TZVPD basis) results for C5H13NO in the gas phase in a non-equilibrium geometry.

Properties
**Net charge**: 0
**E_HOMO**: -9.27 eV
**HOMO-LUMO gap**: 0.3784 Ha
**E**: -328.2743 hartree
**ΔE to the lowest compared entry with this formula, charge and spin**: 28.0 kcal per mole
**SMILES string**: CC[C@@H](C)NCO
**Multiplicity**: 1

Cartesian coordinates (Å):
C (-0.48, -2.21, 1.45)
C (0.45, -1.33, 0.60)
C (-0.26, -0.11, -0.01)
C (-0.21, 1.07, 0.97)
N (0.42, 0.23, -1.27)
C (0.10, 1.46, -1.96)
O (0.53, 2.63, -1.27)
H (-1.49, -1.86, 1.31)
H (-0.41, -3.27, 1.17)
H (-0.18, -2.21, 2.50)
H (1.34, -1.00, 1.14)
H (0.92, -1.82, -0.26)
H (-1.28, -0.45, -0.22)
H (-0.73, 1.94, 0.58)
H (-0.59, 0.75, 1.94)
H (0.84, 1.36, 1.01)
H (0.17, -0.51, -1.93)
H (-0.98, 1.60, -2.08)
H (0.59, 1.40, -2.93)
H (1.27, 2.31, -0.72)

Charges obtained by Mulliken population analysis, quoted in units of e: -1.125, -0.561, 0.409, -1.634, -0.518, -0.435, -0.519, 0.366, 0.332, 0.273, 0.334, 0.378, 0.306, 0.394, 0.384, 0.405, 0.229, 0.330, 0.330, 0.322


DFT (the ωB97M-V functional and the def2-TZVPD basis) results for a molecular structure, C2H3O3Tm in a non-equilibrium geometry.

Properties
**Net charge**: 0
**E_HOMO (spin up / spin down)**: -6.72 / -6.71 eV
**HOMO-LUMO gap (spin up / spin down)**: 0.1811 / 0.1825 Ha
**E**: -1388.8695 hartree
**Multiplicity**: 3

Cartesian coordinates (Å):
O (1.13, 1.06, -0.09)
C (1.34, 0.26, -1.06)
C (0.80, -1.15, -0.78)
O (-0.05, -1.29, 0.31)
Tm (-0.41, 0.52, 1.38)
H (1.71, -1.78, -0.70)
H (0.32, -1.46, -1.74)
H (-2.68, 2.19, 1.03)
O (-2.17, 1.66, 1.66)

Charges obtained by Mulliken population analysis, quoted in units of e: -0.324, -0.529, -0.045, -0.675, 1.604, 0.265, 0.314, 0.256, -0.865